Here is a structure of composition C24H32N3O5 at a distorted geometry from the OMol25 dataset. Energies are from ωB97M-V/def2-TZVPD.

Output
DFT total energy in eV: -40093.228
E_HOMO in Eh: -0.4225
Total charge: +1

Last column: Mulliken charge in e.
Positions of all 64 atoms, in Å:
C1 5.21984 -3.78210 -0.51187  -1.24
C2 4.24505 -2.58943 -0.92114  -0.26
H1 3.64132 -2.69200 -1.82038  0.35
H2 4.86294 -1.74671 -0.91984  0.34
O1 3.33443 -2.70962 0.04324  -0.21
C3 2.48262 -1.69020 0.05188  0.36
O2 2.49766 -0.91980 -0.88310  -0.63
C4 1.31279 -1.72701 1.17976  0.41
C5 1.39627 -2.59968 2.29123  -1.07
C6 0.48333 -2.41899 3.19216  0.73
C7 -0.64353 -1.44694 3.34259  -1.50
C8 -0.67330 -0.70985 2.19410  0.38
C9 0.42625 -0.80335 0.93070  -0.31
H3 0.34396 0.04235 0.31225  0.37
N1 -1.70919 0.22802 1.94776  -0.13
C10 -1.46763 1.53220 1.39605  0.58
O3 -0.45098 1.95979 0.70373  -0.76
C11 -2.82238 2.26187 1.25440  -1.11
N2 -2.97902 3.39140 0.27327  -0.05
C12 -3.12093 3.10772 -1.00061  -1.99
H4 -3.54035 3.85702 -1.56779  1.01
H5 -3.92600 2.37492 -0.97429  0.39
C13 -2.02674 2.50032 -1.77101  1.61
C14 -2.11167 2.50472 -3.23464  0.15
C15 -2.17810 1.12290 -4.02333  -0.66
C16 -2.13956 1.23028 -5.47946  -0.02
C17 -2.44684 2.22605 -6.26316  -0.75
C18 -3.01408 3.48689 -5.36501  -0.91
C19 -2.57361 3.52126 -4.00697  -0.54
H6 -2.90197 4.48175 -3.58924  0.26
H7 -3.36070 4.30130 -5.91949  0.42
H8 -2.75320 2.11019 -7.23348  0.44
H9 -1.87350 0.31155 -5.94875  0.36
H10 -1.46071 0.31092 -3.61560  0.22
N3 -0.65252 3.08435 -1.51328  0.45
C20 -0.81293 4.68034 -1.61317  -0.99
H11 -1.62939 4.94751 -1.27817  0.43
H12 0.40699 5.16788 -1.26287  0.30
H13 -0.76568 4.78279 -2.75656  0.47
C21 0.48012 2.50469 -1.90325  -1.27
H14 0.61584 1.56006 -1.89035  0.74
H15 1.52547 3.04090 -1.50562  0.26
H16 0.51237 2.51648 -3.13636  0.21
H17 -1.71866 1.34136 -1.59113  0.06
H18 -3.41785 4.02398 0.70300  0.12
H19 -0.68649 3.01064 -0.59160  0.34
H20 -3.06956 2.70461 2.11638  0.61
H21 -3.65450 1.59990 0.81250  0.31
H22 -2.61053 0.07319 2.53549  0.35
H23 -1.25435 -1.48851 4.08876  0.82
C22 0.38565 -3.33586 4.43985  0.38
O4 -0.48912 -3.32435 5.26469  -0.67
O5 1.33225 -4.07243 4.35826  -0.16
C23 1.68246 -4.95746 5.51030  -0.06
C24 3.00342 -5.61578 5.43714  -1.82
H24 3.07787 -6.10206 4.69747  0.66
H25 3.74573 -5.11318 5.53865  0.60
H26 3.06988 -6.45651 6.43158  0.26
H27 0.69657 -5.69233 5.56741  0.27
H28 1.61189 -4.17636 6.49306  0.28
H29 2.20504 -3.28220 2.22234  0.84
H30 5.72431 -3.64444 0.44321  0.31
H31 5.87425 -3.98941 -1.32755  0.43
H32 4.73898 -4.81555 -0.35416  0.27

Here is an isolated molecule of C24H32N4O2 from the OMol25 dataset. Energies are from ωB97M-V/def2-TZVPD.

Output
DFT total energy in eV: -35464.808
E_HOMO in Eh: -0.3140
Total charge: 0

Last column: Mulliken charge in e.
Positions of all 62 atoms, in Å:
C1 0.76477 2.95608 -7.55440  -1.40
C2 0.54089 2.52307 -6.13834  0.97
C3 -0.38671 1.52779 -5.84531  -0.80
C4 -0.60493 1.11995 -4.54615  -0.43
C5 0.10548 1.70738 -3.50280  0.41
N1 -0.14000 1.26750 -2.19494  0.64
N2 -1.36262 0.82438 -1.86992  -1.27
C6 -1.30869 0.46416 -0.60614  -0.76
C7 -0.01813 0.66118 -0.08695  0.23
C8 0.71078 1.17762 -1.14018  0.08
C9 2.16597 1.46882 -1.10343  -1.58
C10 2.82171 0.61666 0.00154  2.38
C11 2.86459 -0.84826 -0.44070  -2.05
C12 4.25437 1.10618 0.22805  -2.18
C13 2.03219 0.79545 1.30916  -1.82
C14 0.55718 0.35321 1.25202  0.14
N3 0.38430 -1.05808 1.55203  0.38
C15 0.07691 -1.51090 2.78899  0.25
O1 -0.05163 -0.76933 3.74009  -0.67
C16 -0.10362 -3.01967 2.84620  -1.11
C17 -1.33332 -3.48473 2.05073  -0.41
C18 -2.60240 -3.49920 2.91298  -1.25
N4 -2.85341 -2.25648 3.58587  0.11
C19 -3.27586 -1.05907 2.90020  0.26
C20 -3.70679 -0.13358 4.04267  -0.79
C21 -2.86184 -0.61706 5.21920  -0.58
C22 -2.60383 -2.07724 4.90471  0.70
O2 -2.24463 -2.94817 5.66566  -0.69
C23 1.01410 2.72118 -3.77829  -0.16
C24 1.22851 3.11393 -5.08745  -1.04
H1 -0.09695 3.51816 -7.91431  0.30
H2 0.89172 2.09194 -8.20392  0.36
H3 1.64462 3.58914 -7.63512  0.34
H4 -0.94065 1.06566 -6.64937  0.38
H5 -1.32705 0.35353 -4.31371  0.49
H6 -2.18156 0.08198 -0.11464  0.72
H7 2.62738 1.25213 -2.07019  0.62
H8 2.33336 2.52725 -0.87858  0.43
H9 1.89705 -1.17340 -0.81615  0.36
H10 3.15781 -1.48872 0.38786  0.38
H11 3.59054 -0.97510 -1.24182  0.51
H12 4.82337 1.06428 -0.69840  0.42
H13 4.26102 2.13256 0.58826  0.43
H14 4.75502 0.48369 0.96568  0.47
H15 2.52155 0.24530 2.11445  0.46
H16 2.05354 1.85435 1.57485  0.45
H17 0.01152 0.87787 2.04763  0.61
H18 0.53804 -1.71642 0.80604  0.36
H19 0.79809 -3.48628 2.44311  0.45
H20 -0.20892 -3.31163 3.89133  0.45
H21 -1.17213 -4.50039 1.68425  0.42
H22 -1.48886 -2.83864 1.18282  0.34
H23 -2.49678 -4.25058 3.70100  0.42
H24 -3.46611 -3.75646 2.28769  0.36
H25 -4.09063 -1.28600 2.20489  0.51
H26 -2.44515 -0.61902 2.33444  -0.57
H27 -3.53924 0.91458 3.80367  0.37
H28 -4.76696 -0.27639 4.25839  0.33
H29 -3.33596 -0.49103 6.18975  0.41
H30 -1.88550 -0.12870 5.23443  0.16
H31 1.53539 3.22154 -2.97868  0.40
H32 1.93909 3.90206 -5.29077  0.31

Here is an isolated molecule of C24H32N4O3S at a distorted geometry from the OMol25 dataset. Energies are from ωB97M-V/def2-TZVPD.

Output
DFT total energy in eV: -48324.284
E_HOMO in Eh: -0.2911
Total charge: 0

Last column: Mulliken charge in e.
Positions of all 64 atoms, in Å:
C1 -5.06473 2.34956 1.96226  -1.97
C2 -4.06509 1.36566 1.83582  1.02
C3 -3.22316 1.11156 2.92556  -0.79
C4 -2.29803 0.15789 3.03511  -0.40
C5 -2.17594 -0.39645 1.93640  0.79
S1 -0.74848 -1.76486 1.80578  1.04
O1 -0.95438 -2.83283 0.94604  -0.69
O2 -0.14645 -1.99074 3.20384  -0.66
N1 0.43081 -0.99857 1.06440  0.44
C6 0.33316 -0.90652 -0.32673  -1.22
C7 -0.19964 0.43304 -0.66247  0.18
O3 -0.10091 1.30649 -0.03519  -0.35
N2 -0.56834 0.75590 -2.04560  -0.19
N3 -0.43491 -0.69143 -2.89277  -0.21
C8 -0.84685 -0.35032 -4.09373  0.26
C9 -0.53951 -1.61025 -4.91481  -0.59
C10 0.10234 -1.12753 -6.11600  -0.92
N4 -0.59130 -0.01529 -6.82785  0.13
C11 -1.56378 -0.23854 -7.63565  -0.68
C12 -0.57696 1.25171 -6.12341  -1.78
C13 -1.46377 0.89295 -4.84188  -0.38
C14 1.68958 -0.42599 1.64747  0.69
C15 1.30618 0.50710 2.82456  0.06
C16 2.34217 0.90568 3.58250  -0.56
C17 3.49918 0.88187 3.11791  0.63
C18 4.89410 1.51324 3.92142  -0.08
C19 5.86887 0.60545 4.37968  -0.92
C20 5.27989 2.67790 3.01085  -1.14
C21 3.90942 0.09832 2.01729  -0.37
C22 2.99316 -0.42370 1.13501  -1.22
C23 -2.81025 -0.35554 0.85760  -0.30
C24 -3.82187 0.49081 0.94992  -0.69
H1 -5.53525 2.40180 2.94894  0.41
H2 -4.61501 3.46742 1.73685  0.24
H3 -5.78306 2.15269 1.41536  0.66
H4 -3.53823 1.70860 3.99012  0.04
H5 -1.72338 -0.41210 3.84072  0.52
H6 1.43590 -1.07110 -0.84884  0.20
H7 -0.14069 -1.73842 -0.81187  0.61
H8 -1.01547 1.55548 -2.21648  0.26
H9 -0.28011 -2.48138 -4.46784  0.58
H10 -1.54634 -2.13236 -5.18590  0.25
H11 0.09181 -2.07314 -6.98566  0.32
H12 1.19066 -1.01782 -5.97190  0.25
H13 -1.52063 -1.11545 -8.52258  0.22
H14 -2.64527 -0.70365 -7.13513  0.17
H15 -2.14115 0.50451 -8.33954  0.26
H16 -0.98787 1.92576 -6.52325  0.91
H17 0.25385 1.36230 -5.76039  0.63
H18 -1.50867 1.78896 -4.21245  0.26
H19 -2.53639 0.68937 -5.30855  0.33
H20 0.32996 0.45379 3.09842  0.42
H21 2.07143 1.74731 4.39966  0.07
H22 4.38520 2.24641 4.62169  0.29
H23 5.33023 -0.23682 5.09274  0.22
H24 6.64836 1.42175 4.93823  0.29
H25 6.25695 0.12731 3.53286  0.31
H26 4.86365 3.41753 2.43943  0.43
H27 6.19502 3.13347 3.61584  0.25
H28 5.91774 2.11705 2.11030  0.18
H29 4.96610 0.17978 1.64703  0.19
H30 3.24916 -1.20149 0.43166  0.41
H31 -2.53496 -0.78910 -0.08479  0.57
H32 -4.32219 0.97146 -0.06770  0.10

Here is an isolated molecule of C24H32N6O from the OMol25 dataset. Energies are from ωB97M-V/def2-TZVPD.

Output
DFT total energy in eV: -36395.669
E_HOMO in Eh: -0.2962
Total charge: 0

Last column: Mulliken charge in e.
Positions of all 63 atoms, in Å:
C1 -5.51703 -3.23903 0.15371  -1.04
C2 -6.68495 -2.34824 -0.26567  -0.58
N1 -6.21809 -1.05911 -0.69494  0.85
C3 -5.86293 -0.01753 0.08369  -0.56
C4 -5.37379 0.96834 -0.74949  0.83
C5 -4.77175 2.28687 -0.37626  -1.46
N2 -3.38646 2.20646 0.07191  0.04
C6 -2.51162 1.62118 -0.93209  -0.60
C7 -1.05965 1.81450 -0.51607  -0.96
C8 -0.78057 1.15772 0.83884  -0.11
N3 -0.74900 -0.28593 0.74537  1.05
N4 -1.84720 -1.01558 0.57396  -0.92
C9 -1.47080 -2.27868 0.56650  -0.20
C10 -0.08827 -2.38883 0.73209  -1.17
C11 0.34373 -1.08093 0.83708  0.42
N5 1.64266 -0.59985 1.04715  -0.15
C12 2.32530 0.19074 0.15936  0.41
O1 1.81587 0.65933 -0.82999  -0.60
C13 3.76776 0.42160 0.57015  -0.60
C14 4.40671 1.53464 -0.25480  -0.53
C15 5.89445 1.70701 0.07026  -1.26
C16 6.67789 0.47465 -0.28327  0.51
C17 7.10900 -0.40898 0.69744  -0.24
C18 7.80038 -1.55960 0.35918  -0.57
C19 8.06797 -1.84296 -0.96853  -0.40
C20 7.64378 -0.96803 -1.95472  -0.64
C21 6.95437 0.18088 -1.61335  -0.25
C22 -1.81933 1.63723 1.85669  -1.46
C23 -3.24525 1.49544 1.33025  -0.27
C24 -5.47123 0.39952 -2.03130  -0.60
N6 -5.98046 -0.81571 -1.97896  -1.08
H1 -4.83980 -3.37385 -0.68583  0.29
H2 -5.88181 -4.21138 0.47402  0.45
H3 -4.96561 -2.78022 0.97149  0.28
H4 -7.38017 -2.21392 0.56843  0.32
H5 -7.21550 -2.79666 -1.10837  0.33
H6 -5.99894 -0.03883 1.14660  0.43
H7 -5.34960 2.75058 0.42942  0.45
H8 -4.79404 2.95323 -1.24374  0.46
H9 -2.68805 2.13457 -1.88029  0.48
H10 -2.71423 0.54825 -1.07321  0.31
H11 -0.85538 2.88149 -0.41831  0.43
H12 -0.38693 1.39992 -1.26643  0.49
H13 0.21789 1.45370 1.17954  0.17
H14 -2.19442 -3.05927 0.44093  0.41
H15 0.50855 -3.27693 0.76505  0.44
H16 2.18213 -1.10200 1.73765  0.32
H17 3.80713 0.66244 1.63550  0.32
H18 4.31832 -0.51103 0.41369  0.33
H19 3.87905 2.47074 -0.06325  0.41
H20 4.28297 1.29798 -1.31226  0.33
H21 6.00988 1.92885 1.13353  0.41
H22 6.27776 2.55766 -0.49720  0.39
H23 6.90664 -0.19193 1.73749  0.34
H24 8.13085 -2.23596 1.13438  0.37
H25 8.60714 -2.74028 -1.23398  0.37
H26 7.85248 -1.18197 -2.99277  0.37
H27 6.62788 0.86219 -2.38597  0.39
H28 -1.71891 1.07651 2.78847  0.48
H29 -1.61987 2.69031 2.06066  0.37
H30 -3.93747 1.93855 2.05245  0.49
H31 -3.47839 0.42603 1.22152  0.16
H32 -5.20105 0.83411 -2.97345  0.52